1.
Entry from the Open Molecules 2025 dataset: C3H6O2S2 in the gas phase at a distorted geometry (the ωB97M-V functional and the def2-TZVPD basis).

The geometry in ORCA input format:
```
! wB97M-V def2-TZVPD RIJCOSX def2/J DEFGRID3
* xyz 0 1
S -2.802 -0.559 0.305
S -1.578 1.031 -0.187
O 2.557 -1.162 -0.948
O 3.433 0.267 0.805
C 1.109 0.358 0.275
C 2.530 -0.171 -0.174
C -0.191 -0.093 -0.360
H 1.057 1.474 0.265
H -3.530 -0.523 -0.816
H 0.769 -0.052 1.269
H 3.793 -0.512 1.326
H -0.270 -0.375 -1.404
H -0.344 -0.974 0.177
*
```

LUMO energy in eV: 0.13
SMILES: O=C(O)CCSS
Total energy in hartree: -1064.7054
Energy relative to the best compared isomer or geometry (same formula, charge and spin) in kJ/mol: 210.66

natural (NBO) atomic charge list, values in e, 5 entries:
1. S -0.1339
2. S 0.1060
3. O -0.5418
4. O -0.7192
5. C -0.5299

---

2.
Entry from the Open Molecules 2025 dataset: C3H6O3 in the gas phase at a distorted geometry (the ωB97M-V functional and the def2-TZVPD basis).

The geometry in ORCA input format:
```
! wB97M-V def2-TZVPD RIJCOSX def2/J DEFGRID3
* xyz 0 1
O -1.351 0.541 -0.856
O 0.092 -1.433 -0.612
O 0.185 0.815 -0.337
C 0.710 -0.403 -0.350
C 2.185 -0.406 -0.007
C -2.175 0.529 0.279
H 2.754 -0.214 -0.919
H -3.202 0.651 -0.095
H 2.402 0.364 0.735
H 2.461 -1.382 0.396
H -1.949 1.363 0.952
H -2.112 -0.424 0.813
*
```

LUMO energy in eV: -0.34
SMILES: COOC(C)=O
Total energy in hartree: -343.5139
Energy relative to the best compared isomer or geometry (same formula, charge and spin) in kJ/mol: 369.38

natural (NBO) atomic charge list, values in e, 5 entries:
1. O -0.2152
2. O -0.5837
3. O -0.2822
4. C 0.7602
5. C -0.7135

---

3.
Entry from the Open Molecules 2025 dataset: C3H6O3 in the gas phase (the ωB97M-V functional and the def2-TZVPD basis).

The geometry in ORCA input format:
```
! wB97M-V def2-TZVPD RIJCOSX def2/J DEFGRID3
* xyz 0 1
O -1.476 0.132 0.579
O 0.627 0.916 0.278
O -0.580 -2.413 0.276
C 0.362 -1.411 0.523
C 0.254 1.805 -0.777
C -0.285 -0.046 0.508
H 1.103 -1.394 -0.283
H 0.908 -1.553 1.467
H 1.183 2.064 -1.289
H -0.253 2.695 -0.401
H -0.412 1.274 -1.465
H -1.431 -2.069 0.584
*
```

LUMO energy in eV: 0.80
SMILES: COC(=O)CO
Total energy in hartree: -343.6137
Energy relative to the best compared isomer or geometry (same formula, charge and spin) in kJ/mol: 107.14

natural (NBO) atomic charge list, values in e, 5 entries:
1. O -0.5819
2. O -0.5258
3. O -0.7027
4. C -0.1719
5. C -0.2575